15
Properties=species:S:1:pos:R:3:nbo_charge:R:1 method="wB97M-V/def2-TZVPD" total_energy_ha=-556.51883 smiles="C=CC.CS" de_lowest_kj_mol=165.8 lumo_ha=0.0332
H -1.65 -0.59 1.19 0.128
H 1.26 -0.02 1.37 0.221
H 0.89 -1.56 0.86 0.212
C 2.53 0.62 -0.91 -0.404
H -0.83 1.02 -1.16 0.211
C -1.49 0.22 -1.10 -0.657
C 1.76 -0.90 0.96 -0.664
H 3.22 0.85 -1.69 0.201
H -2.38 0.09 -1.82 0.232
H -0.91 -0.74 -1.03 0.221
S -2.42 0.41 0.63 -0.133
H 2.44 -1.41 1.70 0.228
H 1.77 1.27 -0.62 0.179
H 3.21 -1.32 -0.76 0.197
C 2.50 -0.62 -0.30 -0.170